Molecular formula: C27H43Cl6NO2
Method: DFT, ωB97M-V with the def2-TZVPD basis set

```
79
Properties=species:S:1:pos:R:3:forces:R:3
C 0.747 -2.086 1.621 -0.06 -0.12 -0.28
C 1.787 -2.633 0.616 0.06 0.48 0.26
C 1.990 -1.755 -0.646 0.28 -0.22 0.04
C 1.644 -2.438 -1.982 -0.28 -0.22 0.20
C 0.309 -2.050 -2.619 0.19 -0.14 -0.22
C 0.183 -0.592 -3.081 0.29 0.07 0.24
C -0.287 0.454 -2.056 -0.38 0.16 -0.22
C -1.391 -0.017 -1.110 0.41 -0.23 0.20
C -1.886 1.089 -0.165 -0.34 0.18 -0.19
C -3.356 1.498 -0.353 -0.02 -0.37 -0.32
C -4.359 0.335 -0.374 -0.09 0.30 0.23
C -4.338 -0.522 0.909 0.27 0.31 -0.04
C -3.903 -1.987 0.738 -0.31 -0.06 0.18
C -4.374 -2.672 -0.517 0.10 -0.04 0.08
C -3.437 -3.242 -1.377 -0.04 -0.12 -0.16
C -3.789 -3.872 -2.572 0.06 0.11 0.08
C -5.115 -3.944 -2.969 -0.08 -0.02 0.03
C -6.047 -3.386 -2.119 -0.08 -0.02 0.19
C -5.704 -2.781 -0.916 0.16 -0.12 -0.15
C -6.960 -2.344 -0.250 -0.26 -0.25 -0.06
O -7.119 -1.886 0.847 0.02 0.28 -0.01
N -8.035 -2.656 -1.138 0.86 0.47 -0.13
C -7.524 -3.302 -2.289 -0.14 -0.06 0.10
O -8.194 -3.724 -3.190 0.00 0.17 -0.22
H 1.192 -1.968 2.608 -0.13 -0.09 0.06
H 0.399 -1.101 1.312 -0.01 0.02 0.04
H -0.132 -2.730 1.700 0.04 -0.03 0.07
H 2.742 -2.664 1.144 0.01 -0.19 -0.06
H 1.548 -3.660 0.337 0.00 0.00 -0.04
H 1.438 -0.826 -0.508 -0.04 0.02 -0.15
H 3.042 -1.466 -0.684 -0.03 0.06 0.03
H 2.448 -2.311 -2.712 -0.04 0.20 0.00
H 1.598 -3.516 -1.793 0.11 -0.01 -0.08
H -0.500 -2.339 -1.947 -0.10 0.11 0.00
H 0.193 -2.679 -3.509 -0.06 -0.02 0.05
H -0.479 -0.552 -3.949 -0.09 -0.03 0.07
H 1.171 -0.282 -3.439 -0.07 0.01 -0.15
H -0.686 1.303 -2.623 0.10 0.05 0.04
H 0.545 0.861 -1.475 0.04 -0.13 0.05
H -0.986 -0.835 -0.506 -0.09 -0.03 -0.01
H -2.194 -0.463 -1.701 -0.09 0.09 0.00
H -1.277 1.979 -0.348 0.03 0.02 0.22
H -1.728 0.809 0.877 0.11 -0.05 -0.03
H -3.661 2.185 0.441 0.16 0.12 -0.03
H -3.442 2.030 -1.307 -0.07 0.10 0.07
H -5.356 0.775 -0.473 0.00 -0.04 -0.10
H -4.209 -0.254 -1.279 0.01 -0.16 0.07
H -5.301 -0.457 1.409 -0.03 -0.19 -0.12
H -3.622 -0.067 1.600 -0.04 -0.05 0.06
H -4.279 -2.558 1.593 0.05 0.04 0.04
H -2.815 -2.050 0.775 0.03 -0.04 -0.09
H -2.392 -3.194 -1.095 0.02 0.02 -0.04
H -3.012 -4.288 -3.200 0.01 -0.01 0.02
H -5.425 -4.408 -3.895 0.03 -0.02 -0.02
H -8.658 -1.876 -1.304 -0.55 -0.41 0.21
Cl 1.048 1.509 1.877 0.06 0.11 -0.03
C 0.973 1.290 3.644 -0.05 -0.01 0.04
C 2.344 1.267 4.269 -0.03 0.02 0.05
Cl 3.273 -0.186 3.815 -0.08 -0.04 0.00
H 0.423 0.371 3.839 0.05 -0.04 -0.03
H 0.406 2.129 4.045 0.02 0.02 -0.01
H 2.250 1.258 5.354 -0.02 -0.02 0.00
H 2.927 2.134 3.972 0.03 -0.02 -0.05
Cl 5.003 4.713 2.186 -0.11 0.03 0.00
C 5.898 4.666 3.728 0.07 0.06 0.05
C 6.748 3.428 3.850 0.06 -0.01 0.03
Cl 5.753 1.955 3.986 0.12 0.05 0.00
H 5.168 4.727 4.531 -0.02 -0.03 -0.02
H 6.531 5.551 3.761 0.02 -0.01 -0.05
H 7.359 3.495 4.749 -0.04 -0.01 0.02
H 7.399 3.309 2.989 -0.04 0.00 -0.04
Cl 9.061 6.211 -1.866 0.01 0.00 0.00
C 7.684 5.117 -2.157 -0.03 -0.01 -0.06
C 6.968 4.753 -0.883 -0.12 0.02 0.02
Cl 7.963 3.720 0.174 0.10 -0.03 -0.01
H 8.064 4.234 -2.665 0.04 0.00 0.03
H 6.997 5.638 -2.822 -0.01 0.02 0.02
H 6.066 4.189 -1.117 0.02 -0.02 -0.01
H 6.689 5.636 -0.315 0.04 0.00 0.02
```
Forces are in eV/Å.

**Maximum force**: 0.98 eV/A
**LUMO energy**: -0.30 eV
**Molar mass**: 626.364 Da
**DFT total energy**: -109417.9697 eV
**Kohn-Sham gap**: 9.45 eV

Results of the Mulliken charge analysis, in e, for atoms 1 through 8: -0.41 -0.84 0.22 -1.27 0.58 -1.07 -1.16 1.48

Molecular formula: C5H7Cl
Method: DFT, ωB97M-V with the def2-TZVPD basis set

```
13
Properties=species:S:1:pos:R:3:forces:R:3
C 0.847 -0.082 1.002 -0.36 -0.72 -0.42
C 0.530 -1.045 -0.234 0.12 -0.24 -0.59
C -0.519 -0.180 0.391 0.25 -0.61 -1.20
C 1.369 -1.404 0.800 -0.47 1.51 -0.30
C -1.255 0.785 -0.510 -2.49 0.58 1.09
Cl 4.225 -1.547 0.104 -0.50 0.05 0.00
H 1.373 0.796 0.771 1.23 1.13 0.84
H 0.929 -0.817 -1.200 -0.08 -0.67 -0.82
H -1.082 -0.842 0.960 -1.55 -0.57 1.00
H 2.396 -1.845 0.720 0.66 -0.14 0.53
H -2.019 1.427 0.028 1.23 -0.58 -0.12
H -1.921 0.364 -1.282 0.50 -0.89 0.51
H -0.663 1.420 -1.089 1.46 1.15 -0.53
```
Forces are in eV/Å.

**Energy above the lowest of the compared OMol25 structures with the same formula, charge and spin**: 99.4 kcal per mole
**Maximum force**: 2.77 eV/A
**LUMO energy**: -1.58 eV
**Molar mass**: 102.564 Da
**DFT total energy**: -17816.1661 eV
**Kohn-Sham gap**: 6.78 eV

Results of the Mulliken charge analysis, in e, for atoms 1 through 8: -0.16 -0.23 0.29 0.06 -1.35 -0.70 0.25 0.29

Molecular formula: C27H45N9O6PRuS
Method: DFT, ωB97M-V with the def2-TZVPD basis set

```
90
Properties=species:S:1:pos:R:3:forces:R:3
Ru -0.218 0.645 -0.071 0.04 -0.23 0.12
O -6.253 -1.920 0.952 0.07 -0.01 0.09
C -5.238 -1.107 1.263 -0.09 0.04 -0.10
O -5.384 -0.136 1.940 0.03 0.00 0.02
C -3.878 -1.452 0.734 0.00 -0.05 0.04
C -3.161 -2.628 0.817 0.03 0.00 0.03
N -1.901 -2.357 0.424 0.01 0.01 0.06
N -1.755 -1.070 0.091 -0.09 0.00 -0.14
C -2.947 -0.512 0.269 -0.01 0.03 0.10
C -3.096 0.929 -0.102 0.04 0.09 -0.07
O -4.140 1.392 -0.489 0.02 -0.03 -0.07
O -1.968 1.615 -0.081 -0.09 0.05 -0.12
H -5.988 -2.640 0.368 -0.02 -0.01 -0.05
H -3.440 -3.613 1.157 0.00 0.00 -0.01
H -1.115 -2.986 0.386 0.00 -0.01 -0.02
C -1.587 1.977 6.148 0.03 0.01 -0.04
N -1.234 2.140 4.736 -0.14 -0.09 -0.02
N -0.636 1.147 4.012 0.07 0.06 -0.01
C -0.639 1.518 2.710 0.07 -0.18 0.07
O -0.029 0.731 1.846 -0.06 0.33 0.00
C -1.269 2.752 2.608 0.07 0.00 0.02
C -1.635 3.106 3.901 -0.02 0.00 0.03
C -2.384 4.297 4.384 0.01 0.00 -0.01
C 0.060 0.046 4.617 -0.06 0.02 -0.04
C -0.305 -1.244 4.267 -0.03 -0.02 0.07
C 0.367 -2.308 4.847 -0.01 -0.02 0.00
C 1.377 -2.076 5.771 -0.01 0.02 0.00
C 1.728 -0.777 6.113 0.01 0.00 0.00
C 1.073 0.297 5.529 0.07 0.00 -0.05
H -1.604 0.918 6.386 0.00 -0.01 0.00
H -2.579 2.391 6.300 0.01 0.00 0.01
H -0.867 2.485 6.786 0.01 -0.01 0.00
H -1.447 3.317 1.713 -0.03 0.01 -0.01
H -2.389 5.067 3.617 -0.01 0.00 0.00
H -1.936 4.709 5.287 0.00 0.00 0.00
H -3.420 4.034 4.607 0.00 -0.01 0.00
H -1.119 -1.406 3.571 -0.01 0.02 0.00
H 0.088 -3.322 4.596 0.00 0.00 0.00
H 1.888 -2.910 6.233 0.00 0.00 0.00
H 2.515 -0.597 6.832 0.00 -0.01 0.01
H 1.358 1.312 5.773 -0.03 0.02 0.01
C 4.948 -2.586 -2.350 0.00 0.00 -0.01
C 3.554 -1.990 -2.286 -0.02 0.02 0.01
N 3.635 -0.546 -1.993 0.07 0.01 0.08
C 2.935 0.153 -1.118 -0.06 -0.03 0.22
S 1.714 -0.633 -0.139 0.10 -0.20 -0.31
N 3.221 1.441 -0.938 -0.06 0.13 -0.07
C 2.624 2.332 0.064 0.14 -0.11 0.00
C 3.402 3.632 0.115 -0.02 0.02 0.01
H 4.887 -3.622 -2.680 0.00 -0.01 0.02
H 5.434 -2.565 -1.376 0.00 0.02 0.00
H 5.578 -2.055 -3.067 -0.01 -0.01 -0.02
H 2.963 -2.457 -1.503 0.00 -0.02 -0.01
H 3.027 -2.117 -3.232 0.01 0.01 0.00
H 4.407 -0.072 -2.446 0.00 -0.01 0.00
H 4.014 1.822 -1.438 -0.02 0.00 -0.03
H 2.630 1.830 1.032 -0.02 0.01 0.00
H 1.576 2.523 -0.207 -0.01 0.06 -0.01
H 4.436 3.456 0.412 0.00 -0.01 0.00
H 2.959 4.300 0.851 0.00 0.01 0.00
H 3.396 4.144 -0.849 0.00 0.00 0.00
C 1.041 2.668 -4.112 0.01 -0.01 -0.04
N -0.261 2.083 -4.433 -0.14 -0.09 0.07
C -0.795 2.461 -5.748 0.06 -0.04 -0.03
P -1.170 1.285 -3.330 0.46 -0.31 -0.27
O -0.310 0.897 -2.164 -0.07 0.34 0.17
N -2.284 2.527 -2.920 -0.22 0.19 0.21
C -1.819 3.652 -2.122 0.03 -0.06 -0.04
C -3.586 2.721 -3.537 0.07 -0.05 0.00
N -2.016 0.146 -4.078 -0.10 0.05 -0.06
C -1.348 -0.719 -5.071 -0.03 0.00 -0.03
C -3.292 -0.399 -3.583 0.08 -0.06 0.07
H 1.771 2.312 -4.843 0.01 0.01 0.02
H 1.356 2.371 -3.116 0.01 -0.01 0.00
H 0.992 3.756 -4.184 -0.01 0.00 0.03
H -0.128 2.089 -6.526 0.01 0.01 0.00
H -0.847 3.548 -5.829 -0.02 0.00 0.00
H -1.781 2.033 -5.905 -0.01 0.01 0.01
H -0.844 3.447 -1.692 -0.01 -0.01 0.01
H -2.547 3.812 -1.324 -0.01 0.01 0.01
H -1.784 4.539 -2.761 0.00 0.01 0.02
H -3.753 2.020 -4.347 0.00 0.01 0.01
H -3.665 3.750 -3.890 -0.02 0.00 0.01
H -4.335 2.565 -2.749 -0.02 0.01 0.02
H -0.341 -0.369 -5.285 -0.01 0.01 0.01
H -1.924 -0.721 -5.997 -0.01 -0.01 0.01
H -1.292 -1.736 -4.685 0.02 0.00 0.00
H -3.682 0.176 -2.746 -0.02 0.05 0.03
H -3.137 -1.425 -3.248 -0.01 0.01 0.01
H -4.025 -0.401 -4.390 -0.01 0.00 0.00
```
Forces are in eV/Å.

**Energy above the lowest of the compared OMol25 structures with the same formula, charge and spin**: 8.9 kcal per mole
**Maximum force**: 0.61 eV/A
**LUMO energy (alpha / beta)**: -7.84 / -11.17 eV
**Charge**: +3
**Molar mass**: 755.825 Da
**Spin multiplicity**: 5
**DFT total energy**: -77108.5692 eV
**Kohn-Sham gap (alpha / beta)**: 8.07 / 4.75 eV

Results of the Mulliken charge analysis, in e, for atoms 1 through 8: 0.98 -0.45 0.57 -0.48 0.12 -0.46 -0.45 0.19